(1)
The following is a DFT calculation (ωB97M-V/def2-TZVPD) of a cluster of 5 separate species, C7H21NO4 in total in a non-equilibrium geometry.

Atoms and positions in Å:
1 O 0.548 -0.932 2.618
2 O 2.124 -2.512 0.939
3 O 0.715 -2.952 -1.359
4 O -1.154 2.489 -2.553
5 N 1.696 -0.067 -0.901
6 C 1.633 2.028 0.287
7 C -0.452 0.730 -0.024
8 C -1.348 -0.330 -0.619
9 C -2.291 -1.013 0.377
10 C 1.117 3.271 0.442
11 C -3.321 -0.065 0.988
12 C 0.891 0.896 -0.237
13 H 1.243 -0.859 -1.347
14 H -1.729 -1.527 1.154
15 H -2.850 0.704 1.607
16 H 2.505 0.269 -1.380
17 H -1.774 2.597 -1.839
18 H -1.966 0.115 -1.424
19 H -2.853 -1.785 -0.168
20 H 1.132 -2.905 -0.464
21 H -3.877 0.460 0.209
22 H -0.492 1.871 -2.230
23 H -0.294 -1.277 2.892
24 H 2.643 1.778 0.610
25 H -4.014 -0.609 1.635
26 H 1.579 -2.147 1.684
27 H 0.361 -0.282 1.905
28 H 0.132 3.558 0.096
29 H -0.793 -1.117 -1.126
30 H 1.673 4.092 0.886
31 H -0.957 1.472 0.583
32 H 2.513 -1.713 0.497
33 H 1.063 -3.756 -1.781

Atomic forces in eV per Å
0.72 0.17 -0.06
0.22 0.60 0.17
0.14 -0.62 -0.24
0.02 0.23 -1.00
-0.28 -1.01 0.55
-0.24 -1.82 -0.86
-1.00 -0.78 0.22
0.17 0.29 -0.18
-0.56 0.13 -0.54
-0.41 1.56 0.68
0.28 0.08 0.32
1.50 1.07 0.27
0.09 0.32 0.06
0.15 -0.01 0.10
0.08 -0.04 -0.03
0.02 0.34 -0.22
-0.06 -0.10 0.51
-0.22 -0.13 0.13
0.12 -0.04 0.07
0.02 -0.06 -0.20
-0.10 -0.11 -0.04
0.07 -0.03 0.47
-0.57 -0.03 0.04
0.12 0.24 -0.18
-0.12 0.05 -0.09
0.41 0.04 -0.68
-0.21 -0.05 -0.05
-0.03 -0.22 -0.15
0.20 -0.01 0.05
0.14 -0.19 0.06
0.17 0.15 0.00
-0.68 -0.55 0.47
-0.17 0.52 0.37

Output
* frontier orbital gap (spin up / spin down): 3.195 / 6.725 eV
* ⟨S²⟩: 0.76
* HOMO energy (spin up / spin down): 0.1 / -3.5 eV
* net charge: -1
* E_tot: -634.9968 Ha
* maximum force: 2.0 eV/Å
* energy relative to the best compared isomer or geometry (same formula, charge and spin): 0.00 kcal/mol
* spin multiplicity: 2

***

(2)
The following is a DFT calculation (ωB97M-V/def2-TZVPD) of a cluster of 2 separate species, C2H5N3O2 in total in a non-equilibrium geometry.

Atoms and positions in Å:
1 O -1.153 1.444 0.388
2 O 2.893 -0.701 -0.244
3 N 2.314 0.166 0.307
4 N -0.683 -0.292 -0.969
5 N -0.715 0.904 -0.633
6 C -1.224 -1.259 -0.061
7 C 1.713 1.039 0.764
8 H -1.963 -1.847 -0.605
9 H -1.677 -0.796 0.819
10 H -0.301 1.525 -1.359
11 H 1.212 1.744 1.355
12 H -0.417 -1.928 0.239

Atomic forces in eV per Å
-0.22 0.29 0.60
0.87 -1.27 -0.64
-0.98 1.37 0.52
0.41 -0.01 -0.89
0.07 0.06 -0.84
-0.32 0.13 0.65
0.71 -0.53 -0.07
0.02 -0.02 0.02
0.01 -0.16 -0.05
-0.21 -0.26 0.38
-0.37 0.43 0.33
0.01 -0.02 -0.01

Output
* frontier orbital gap: 10.904 eV
* HOMO energy: -10.1 eV
* structure (SMILES): C/N=[NH+]\[O-].C#[N+][O-]
* E_tot: -393.7525 Ha
* maximum force: 1.8 eV/Å
* energy relative to the best compared isomer or geometry (same formula, charge and spin): 167.38 kcal/mol

***

(3)
The following is a DFT calculation (ωB97M-V/def2-TZVPD) of the molecule C21H22N2OS.

Atoms and positions in Å:
1 S 1.947 1.542 1.561
2 O -2.085 -1.204 -0.829
3 N 0.192 -0.403 1.230
4 N 2.341 -0.850 0.502
5 C -1.777 1.077 1.112
6 C 3.655 -0.505 0.115
7 C 4.720 -1.190 0.689
8 C -0.771 0.373 1.984
9 C -4.113 -0.826 -2.124
10 C -2.778 -2.189 1.040
11 C -3.901 -1.941 0.214
12 C -1.366 1.729 -0.044
13 C -2.284 2.381 -0.845
14 C -4.040 1.756 0.659
15 C 6.261 0.060 -0.641
16 C 5.200 0.721 -1.231
17 C -0.244 -1.690 0.701
18 C 1.464 0.034 1.074
19 C -3.425 -1.336 -0.911
20 C 3.884 0.448 -0.881
21 C -1.696 -1.712 0.363
22 C -3.121 1.100 1.458
23 C 2.763 1.155 -1.573
24 C -3.625 2.396 -0.496
25 C 6.019 -0.911 0.316
26 H 5.391 1.463 -1.992
27 H -5.084 1.764 0.937
28 H -0.200 1.121 2.547
29 H -0.321 1.727 -0.313
30 H -1.281 -0.290 2.691
31 H 2.236 -1.819 0.771
32 H 0.320 -1.892 -0.216
33 H 1.899 0.501 -1.685
34 H -4.343 2.908 -1.120
35 H 6.838 -1.444 0.775
36 H -4.014 0.258 -2.178
37 H -3.450 0.598 2.356
38 H 2.453 2.022 -0.988
39 H -2.778 -2.658 2.003
40 H -3.668 -1.252 -3.022
41 H 7.274 0.293 -0.933
42 H 3.079 1.500 -2.555
43 H -4.921 -2.182 0.430
44 H -0.048 -2.486 1.434
45 H 4.519 -1.940 1.443
46 H -1.953 2.883 -1.743
47 H -5.166 -1.087 -2.085

Atomic forces in eV per Å
0.28 0.47 0.18
0.24 0.08 -0.25
0.32 -0.12 -0.19
-0.27 -0.52 0.00
-0.08 0.05 0.06
0.43 0.09 -0.10
-0.19 0.04 0.02
-0.06 0.26 0.34
0.37 0.04 0.10
0.60 0.11 -0.30
0.13 0.19 -0.47
-0.01 0.04 0.02
0.05 0.04 -0.05
-0.11 0.08 -0.02
0.10 -0.01 0.02
-0.04 -0.04 0.06
-0.23 -0.11 -0.25
-0.09 0.30 0.32
-0.80 -0.23 0.26
-0.06 -0.09 -0.02
-0.12 -0.62 0.71
0.17 0.05 0.04
0.06 0.12 -0.02
-0.12 0.08 -0.01
0.07 -0.03 -0.03
0.00 0.07 -0.09
-0.10 0.00 0.02
-0.14 -0.25 -0.04
0.15 -0.02 -0.03
0.00 0.05 -0.05
-0.09 0.11 -0.15
-0.01 -0.05 0.18
-0.09 0.01 -0.04
-0.06 0.04 -0.05
0.06 -0.04 0.04
-0.05 0.05 -0.04
-0.03 -0.10 0.07
-0.07 0.00 -0.05
0.10 -0.09 0.23
-0.03 -0.03 -0.10
0.09 0.02 -0.03
0.01 -0.04 -0.10
-0.26 -0.01 -0.04
-0.06 0.03 -0.16
-0.02 -0.03 0.10
0.03 0.05 -0.07
-0.06 -0.02 0.00

Output
* frontier orbital gap: 8.525 eV
* HOMO energy: -7.9 eV
* structure (SMILES): Cc1ccc(CN(Cc2ccccc2)C(=S)Nc2ccccc2C)o1
* E_tot: -1396.3706 Ha
* maximum force: 1.0 eV/Å
* energy relative to the best compared isomer or geometry (same formula, charge and spin): 30.32 kcal/mol

***

(4)
The following is a DFT calculation (ωB97M-V/def2-TZVPD) of a cluster of 2 separate species, C3H3N3O in total in a non-equilibrium geometry.

Atoms and positions in Å:
1 O -1.552 0.164 1.596
2 N -0.393 1.495 -1.277
3 N 0.535 1.890 -0.840
4 N 2.064 -0.177 0.576
5 C 0.957 -0.357 0.148
6 C -1.454 -0.487 0.579
7 C -0.263 -0.703 -0.220
8 H -0.358 -1.289 -1.117
9 H -2.308 -1.056 0.197
10 H 2.772 0.520 0.357

Atomic forces in eV per Å
0.19 0.10 -0.23
1.24 1.72 0.09
-1.36 0.59 -1.07
-0.25 -0.25 -0.40
0.88 -0.77 0.99
0.13 -0.06 0.45
0.12 -1.21 0.46
0.04 -0.15 -0.17
-0.39 -0.02 -0.14
-0.61 0.06 0.03

Output
* frontier orbital gap: 9.618 eV
* HOMO energy: -9.2 eV
* structure (SMILES): N=C=CC=O.N#N
* E_tot: -355.5814 Ha
* maximum force: 2.1 eV/Å
* energy relative to the best compared isomer or geometry (same formula, charge and spin): 36.70 kcal/mol